Entry 1:
This record from the OMol25 dataset describes 15 unconnected molecules or ions with the total composition C16H62N8O15 in a non-equilibrium geometry. The level of theory is ωB97M-V/def2-TZVPD.

Output
- E_LUMO (eV) = -0.2
- energy above the lowest of the compared OMol25 structures with the same formula, charge and spin (kcal/mol) = 37.9

XYZ file:
```
101
Properties=species:S:1:pos:R:3:lowdin_charge:R:1
C 3.631 -3.089 -0.329 -0.051
C 2.453 -2.201 -0.042 -0.371
O 2.028 -2.317 1.276 -0.089
H 4.226 -2.603 -1.133 0.069
H 3.191 -4.081 -0.601 0.085
H 4.277 -3.176 0.535 0.077
H 1.571 -2.307 -0.733 0.100
H 2.676 -1.174 -0.162 0.061
H 1.202 -1.866 1.256 0.011
C -0.816 -1.941 3.810 -0.584
O -1.577 -2.817 3.054 -0.126
N 0.500 -1.912 3.811 0.184
N -1.285 -1.086 4.703 0.170
H 0.870 -2.626 3.245 0.080
H 1.007 -1.189 4.304 0.122
H -0.724 -0.233 4.978 0.121
H -2.279 -0.977 4.734 0.070
C -0.297 -0.029 0.329 -0.576
O -0.392 1.053 1.237 -0.123
N -0.563 -1.271 0.625 0.188
N 0.088 0.192 -0.850 0.219
H -0.801 -1.601 1.548 0.070
H -0.635 -1.994 -0.156 0.109
H 0.340 1.156 -1.127 0.056
H 0.098 -0.545 -1.588 0.089
C -0.062 2.271 -3.027 -0.628
O 0.620 1.704 -4.086 -0.120
N -1.305 2.552 -3.076 0.177
N 0.555 2.602 -1.892 0.096
H -1.808 2.198 -3.929 0.158
H -1.882 2.817 -2.262 0.080
H 1.612 2.442 -1.945 0.086
H 0.044 3.053 -1.113 0.035
C -1.980 3.877 -0.075 -0.687
O -2.733 3.214 0.926 -0.101
N -2.513 4.434 -1.079 0.125
N -0.741 4.050 -0.061 0.110
H -2.037 4.953 -1.906 0.177
H -3.540 4.307 -1.137 0.146
H -0.225 3.464 0.688 0.124
H -0.132 4.781 -0.660 0.213
C -1.554 1.995 3.831 -0.216
O -0.287 1.508 3.983 -0.150
H -1.436 3.132 3.775 0.111
H -2.236 1.600 4.560 0.066
H -2.086 1.699 2.946 0.029
H -0.029 1.619 3.052 0.035
C 2.090 3.287 0.722 -0.161
O 1.298 3.616 1.863 -0.125
H 3.175 3.110 0.828 0.077
H 2.018 4.183 0.182 0.070
H 1.663 2.392 0.307 0.037
H 1.380 4.565 2.107 0.117
C 3.389 0.446 2.061 -0.201
O 4.369 1.390 2.122 -0.106
H 3.829 -0.482 1.534 0.101
H 2.447 0.831 1.492 0.093
H 3.032 0.127 3.018 0.068
H 5.044 1.039 2.717 0.096
C -3.574 0.789 -1.094 -0.185
O -4.807 0.216 -1.339 -0.082
H -2.920 0.675 -1.977 0.058
H -2.890 0.417 -0.358 0.056
H -3.724 1.819 -1.000 0.042
H -4.693 -0.685 -1.640 0.022
C -3.521 -0.383 2.277 -0.154
O -3.680 -0.433 3.660 -0.136
H -4.374 0.106 1.880 0.079
H -3.660 -1.440 1.900 0.093
H -2.516 -0.036 2.063 0.051
H -4.620 -0.534 3.769 0.089
C 3.927 1.518 -1.265 -0.110
O 3.108 2.075 -2.279 -0.149
H 4.571 0.687 -1.655 0.112
H 3.235 1.140 -0.516 0.048
H 4.479 2.331 -0.869 0.074
H 3.702 2.018 -3.028 0.097
C -1.009 -1.434 -3.368 -0.168
O -0.199 -2.054 -2.473 -0.118
H -1.441 -0.512 -3.116 0.056
H -1.905 -2.041 -3.478 0.069
H -0.645 -1.181 -4.347 0.099
H -0.070 -2.923 -2.879 0.120
C 2.826 -0.740 -3.463 -0.170
O 4.051 -1.425 -3.304 -0.132
H 2.275 -0.667 -2.580 0.026
H 2.200 -1.321 -4.204 0.099
H 2.874 0.312 -3.886 0.085
H 3.869 -2.385 -3.285 0.083
C 0.176 -4.877 0.790 -0.101
O -0.360 -4.140 -0.288 -0.136
H 1.207 -4.648 0.839 0.054
H -0.057 -5.898 0.572 0.079
H -0.407 -4.536 1.632 0.071
H -0.105 -4.423 -1.140 0.048
C -3.318 -2.653 -1.293 -0.131
O -3.944 -2.094 -2.424 -0.103
H -2.771 -3.532 -1.511 0.058
H -4.050 -2.989 -0.496 0.121
H -2.552 -1.962 -0.852 0.073
H -3.413 -2.284 -3.148 0.020
```

Entry 2:
This record from the OMol25 dataset describes a molecular structure, C16H6AuN7O3S in a non-equilibrium geometry. The level of theory is ωB97M-V/def2-TZVPD.

Output
- E_LUMO (eV) = 4.4
- energy above the lowest of the compared OMol25 structures with the same formula, charge and spin (kcal/mol) = 3.0
- net charge = -2

XYZ file:
```
34
Properties=species:S:1:pos:R:3:lowdin_charge:R:1
Au 1.629 -1.319 -0.169 0.534
N 3.667 -0.928 -0.464 0.008
C 4.793 -0.701 -0.575 -0.187
C 6.163 -0.438 -0.690 -0.304
C 7.103 -1.458 -0.425 -0.281
N 7.886 -2.283 -0.211 0.080
C 6.621 0.843 -1.068 -0.279
N 7.022 1.884 -1.375 0.082
S 0.323 -3.320 0.638 0.373
O -0.176 1.923 0.110 0.122
C -0.673 0.927 0.561 -0.363
N -0.505 -0.410 0.066 0.020
C -1.426 -1.360 0.851 -0.593
O -0.835 -2.381 1.526 -0.565
C -2.095 -0.445 1.841 -0.064
C -3.027 -0.753 2.816 -0.003
C -3.499 0.276 3.618 -0.088
C -3.041 1.586 3.456 -0.098
C -2.098 1.884 2.487 -0.012
C -1.629 0.849 1.691 -0.078
H -3.373 -1.771 2.942 0.118
H -4.235 0.064 4.385 0.092
H -3.427 2.368 4.097 0.090
H -1.722 2.889 2.339 0.114
N -0.654 1.123 -4.113 0.125
C -0.389 0.439 -2.929 -0.542
O 0.764 0.372 -2.521 -0.024
C -1.530 -0.189 -2.293 -0.146
C -2.765 -0.240 -2.974 -0.272
N -3.748 -0.230 -3.588 0.082
C -1.447 -0.770 -1.010 -0.293
N -2.179 -1.628 -0.373 0.202
H 0.093 1.744 -4.378 0.084
H -1.593 1.452 -4.268 0.067
```

Entry 3:
This record from the OMol25 dataset describes a molecular structure, C16H8F3N2O2PdSSe. The level of theory is ωB97M-V/def2-TZVPD.

Output
- multiplicity = 5
- E_LUMO (alpha / beta) (eV) = -4.6 / -7.3
- energy above the lowest of the compared OMol25 structures with the same formula, charge and spin (kcal/mol) = 2.3
- net charge = +1
- ⟨S²⟩ = 6.077

XYZ file:
```
34
Properties=species:S:1:pos:R:3:lowdin_charge:R:1
Pd 0.418 -1.028 -1.355 0.888
S 0.939 2.118 1.979 1.212
C -0.317 2.753 1.008 -0.419
C -1.034 3.931 1.177 -0.054
C -2.004 4.218 0.243 -0.006
C -2.282 3.355 -0.856 -0.021
C -1.591 2.199 -1.037 0.029
C -0.574 1.874 -0.092 -0.246
N 0.203 0.789 -0.118 0.049
C 1.075 0.754 0.925 -0.465
C 1.967 -0.323 1.070 -0.207
C 2.854 -0.418 2.185 -0.017
C 3.666 -1.503 2.285 -0.026
C 3.609 -2.505 1.280 0.006
C 2.761 -2.420 0.193 -0.075
C 1.912 -1.329 0.044 -0.097
H -0.846 4.600 2.005 0.125
H -2.580 5.128 0.345 0.126
H -3.066 3.634 -1.546 0.124
H -1.802 1.513 -1.844 0.107
H 2.871 0.356 2.943 0.108
H 4.348 -1.617 3.115 0.122
H 4.259 -3.365 1.382 0.126
H 2.756 -3.211 -0.544 0.075
F -3.593 -2.487 0.601 0.182
C -3.518 -1.899 -0.587 -0.566
F -4.260 -0.788 -0.560 0.167
F -4.015 -2.723 -1.511 0.182
C -2.065 -1.541 -0.955 -0.530
O -1.880 -0.758 -1.913 -0.086
O -1.122 -2.041 -0.287 -0.018
Se 0.298 -1.167 -3.937 0.879
C 1.040 -2.605 -3.082 -0.801
N 1.574 -3.494 -2.556 0.128
```

Entry 4:
This record from the OMol25 dataset describes a single C16H9BrClFN2O2 molecule in a non-equilibrium geometry. The level of theory is ωB97M-V/def2-TZVPD.

Output
- E_LUMO (eV) = -0.5

XYZ file:
```
32
Properties=species:S:1:pos:R:3:lowdin_charge:R:1
O -2.286 1.072 2.790 0.099
C -1.913 0.512 1.752 -0.254
C -0.984 1.223 0.887 -0.188
C -0.232 2.260 1.275 -0.027
N 0.546 2.725 0.225 0.165
C 0.205 1.939 -0.784 -0.229
C 0.788 1.914 -2.160 -0.137
C 1.867 2.710 -2.492 -0.010
C 2.498 2.557 -3.754 -0.084
C 1.982 1.661 -4.691 -0.666
Cl 2.883 1.446 -6.170 0.663
C 0.916 0.876 -4.360 -0.104
C 0.329 0.980 -3.105 -0.004
O -0.710 0.978 -0.427 0.112
C -2.421 -0.887 1.446 -0.235
F -2.727 -1.083 0.144 0.056
C -1.362 -1.810 1.982 -0.202
C -1.601 -2.471 3.204 -0.055
C -0.650 -3.358 3.691 -0.722
Br -1.007 -4.242 5.266 0.820
C 0.563 -3.480 3.026 -0.108
C 0.772 -2.798 1.841 -0.096
N -0.190 -1.978 1.332 0.136
H -0.240 2.627 2.287 0.130
H 2.281 3.453 -1.803 0.122
H 3.373 3.141 -3.928 0.095
H 0.587 0.126 -5.096 0.119
H -0.489 0.314 -2.861 0.120
H -3.363 -1.046 2.008 0.166
H -2.494 -2.340 3.788 0.104
H 1.385 -4.085 3.390 0.105
H 1.693 -2.938 1.297 0.109
```

Entry 5:
This record from the OMol25 dataset describes a molecular structure, C16H9ClN4O4S2Zn in a non-equilibrium geometry. The level of theory is ωB97M-V/def2-TZVPD.

Output
- E_LUMO (eV) = 4.3
- energy above the lowest of the compared OMol25 structures with the same formula, charge and spin (kcal/mol) = 31.7
- net charge = -2

XYZ file:
```
37
Properties=species:S:1:pos:R:3:lowdin_charge:R:1
Zn -0.275 0.139 -0.106 0.522
O 6.165 -0.955 -0.121 0.076
C 5.077 -0.973 0.719 -0.471
O 5.175 -1.491 1.792 0.128
C 3.913 -0.259 0.177 -0.081
C 3.924 1.040 -0.326 -0.028
N 2.676 1.326 -0.714 -0.008
N 1.872 0.300 -0.501 0.003
C 2.565 -0.674 0.048 -0.120
C 1.794 -1.963 0.336 -0.636
O 2.406 -3.024 0.327 0.019
O 0.565 -1.764 0.508 -0.071
H 5.914 -0.609 -0.986 0.098
H 4.716 1.763 -0.384 0.124
H 2.205 2.172 -1.082 0.026
S -0.313 2.060 1.407 0.534
C -0.262 3.207 0.121 -1.175
S 0.169 2.736 -1.465 0.516
C -0.546 4.546 0.398 -0.451
C -1.045 4.984 1.626 -0.315
N -1.487 5.416 2.602 0.105
C -0.361 5.559 -0.542 -0.322
N -0.187 6.443 -1.265 0.100
Cl -3.655 0.240 1.312 0.678
C -3.510 -1.329 0.589 -0.623
C -4.160 -2.396 1.176 -0.140
C -4.025 -3.666 0.638 -0.133
C -3.233 -3.838 -0.488 -0.118
C -2.602 -2.760 -1.069 -0.062
C -2.705 -1.463 -0.550 -0.365
C -2.017 -0.335 -1.160 -0.228
H -4.770 -2.231 2.053 0.089
H -4.511 -4.507 1.112 0.081
H -3.115 -4.824 -0.919 0.088
H -1.976 -2.902 -1.938 0.106
H -2.617 0.574 -1.124 0.019
H -1.761 -0.543 -2.198 0.035
```

Entry 6:
This record from the OMol25 dataset describes a single C16H9N3O molecule in a non-equilibrium geometry. The level of theory is ωB97M-V/def2-TZVPD.

Output
- E_LUMO (eV) = -0.3
- energy above the lowest of the compared OMol25 structures with the same formula, charge and spin (kcal/mol) = 20.2

XYZ file:
```
29
Properties=species:S:1:pos:R:3:lowdin_charge:R:1
C -2.988 1.696 -3.912 -0.114
C -1.769 2.249 -4.059 -0.089
C -0.696 1.932 -3.166 0.014
C -0.939 0.959 -2.198 -0.075
C -2.268 0.550 -1.883 -0.142
C -3.246 0.959 -2.782 -0.019
O -2.274 -0.394 -0.825 0.071
C -0.976 -0.538 -0.331 -0.140
C -0.510 -1.144 0.856 0.084
C 0.863 -1.035 1.201 -0.091
C 1.685 -0.247 0.381 -0.198
C 1.150 0.414 -0.749 0.050
C -0.119 0.234 -1.182 -0.091
N 2.992 0.021 0.751 0.059
N 3.458 -0.361 1.881 0.086
C 2.672 -1.085 2.767 -0.287
C 2.907 -1.302 4.112 0.008
C 1.626 -1.819 4.580 -0.059
C 0.785 -1.939 3.534 -0.089
N 1.421 -1.575 2.393 0.042
H -3.775 2.054 -4.590 0.120
H -1.607 2.936 -4.882 0.105
H 0.218 2.374 -3.379 0.087
H -4.312 0.723 -2.603 0.126
H -1.249 -1.636 1.520 0.128
H 1.808 1.024 -1.307 0.116
H 3.835 -0.981 4.659 0.125
H 1.479 -1.799 5.617 0.084
H -0.173 -2.271 3.596 0.089
```

Entry 7:
This record from the OMol25 dataset describes a single C17H11Cl2N5O6 molecule in a non-equilibrium geometry. The level of theory is ωB97M-V/def2-TZVPD.

Output
- E_LUMO (eV) = -0.8

XYZ file:
```
41
Properties=species:S:1:pos:R:3:lowdin_charge:R:1
O 1.916 0.592 -0.443 0.095
C 1.428 0.936 0.604 -0.433
C 2.255 1.726 1.643 -0.029
N 2.029 1.297 2.993 -0.085
C 2.540 0.178 3.584 -0.121
N 2.118 0.030 4.801 0.165
C 1.294 1.084 5.030 -0.226
N 0.625 1.293 6.265 -0.367
O 0.831 0.528 7.174 0.109
O -0.121 2.255 6.305 0.071
C 1.221 1.886 3.911 0.018
N 0.149 0.718 1.001 0.151
C -0.874 0.069 0.300 -0.183
C -0.661 -0.524 -0.939 0.036
C -1.715 -1.134 -1.615 -0.273
O -1.560 -1.745 -2.816 0.043
C -0.497 -1.418 -3.622 -0.279
C 0.273 -2.453 -4.139 0.017
C 1.314 -2.198 -5.011 -0.090
C 1.595 -0.888 -5.368 -0.675
Cl 2.895 -0.550 -6.444 0.693
C 0.832 0.160 -4.876 -0.115
C -0.217 -0.106 -4.012 -0.561
Cl -1.190 1.206 -3.447 0.787
C -2.980 -1.187 -1.037 0.087
C -3.166 -0.605 0.205 -0.135
N -4.479 -0.646 0.813 -0.359
O -5.353 -1.232 0.219 0.095
O -4.616 -0.087 1.878 0.088
C -2.136 0.030 0.883 0.062
H 3.308 1.595 1.380 0.142
H 2.002 2.786 1.548 0.145
H 3.213 -0.487 3.084 0.138
H 0.692 2.802 3.747 0.138
H -0.136 1.080 1.903 0.137
H 0.323 -0.504 -1.379 0.110
H 0.035 -3.463 -3.845 0.128
H 1.906 -3.007 -5.406 0.109
H 1.044 1.176 -5.168 0.108
H -3.799 -1.666 -1.549 0.135
H -2.336 0.477 1.845 0.125
```

Entry 8:
This record from the OMol25 dataset describes a molecular structure, C17H11CrFN3O14 in a non-equilibrium geometry. The level of theory is ωB97M-V/def2-TZVPD.

Output
- multiplicity = 4
- E_LUMO (alpha / beta) (eV) = -2.0 / -1.6
- ⟨S²⟩ = 3.789

XYZ file:
```
47
Properties=species:S:1:pos:R:3:lowdin_charge:R:1
Cr 1.453 0.446 0.127 1.151
N 0.227 0.405 2.429 -0.512
O 0.882 -0.560 1.913 -0.064
O 0.451 1.472 1.799 -0.038
O -0.553 0.289 3.333 0.137
N 3.434 -1.356 0.007 -0.505
O 2.261 -1.641 -0.380 -0.041
O 3.468 -0.163 0.436 -0.056
O 4.376 -2.095 0.002 0.142
N 1.195 2.051 -1.834 -0.497
O 0.363 1.974 -0.906 -0.058
O 1.990 1.022 -1.736 -0.077
O 1.319 2.913 -2.649 0.153
C 4.247 5.363 0.386 -0.054
C 5.154 4.630 1.390 -0.262
O 4.715 3.289 1.175 0.167
C 3.452 3.303 0.769 -0.499
O 2.773 2.324 0.658 0.120
O 3.093 4.548 0.397 0.110
F 4.906 4.988 2.677 0.078
H 4.715 5.519 -0.585 0.143
H 4.042 6.364 0.765 0.143
H 6.225 4.769 1.236 0.172
C -1.654 -5.327 0.994 -0.051
C -0.400 -4.749 0.798 -0.032
C -0.334 -3.389 0.533 0.023
C -1.487 -2.679 0.170 -0.063
C -2.723 -3.308 0.280 -0.071
C -2.822 -4.593 0.862 0.012
C -3.994 -2.696 -0.191 -0.285
O -5.045 -3.277 -0.124 0.125
C -3.833 -1.380 -0.887 -0.077
C -4.978 -0.758 -1.359 0.004
C -4.910 0.474 -2.002 -0.050
C -3.670 1.044 -2.205 -0.049
C -2.541 0.508 -1.597 0.021
C -2.614 -0.727 -0.959 -0.065
C -1.366 -1.314 -0.397 -0.202
O -0.324 -0.685 -0.377 0.016
H -1.834 -6.378 1.192 0.110
H 0.516 -5.289 0.986 0.112
H 0.596 -2.835 0.515 0.095
H -3.778 -5.094 0.868 0.118
H -5.985 -1.153 -1.315 0.124
H -5.791 0.836 -2.515 0.111
H -3.604 1.902 -2.863 0.113
H -1.614 1.016 -1.816 0.106
```

Number 1: calculated total energy -2213.148615 hartree. Number 2: calculated total energy -1756.277330 hartree. Number 3: calculated total energy -4101.249477 hartree. Number 4: calculated total energy -4009.162770 hartree. Number 5: calculated total energy -4171.166360 hartree. Number 6: calculated total energy -854.547418 hartree. Number 7: calculated total energy -2299.872547 hartree. Number 8: calculated total energy -3016.112029 hartree.